No. 1
Below is a molecular structure, C38H52Cl2N6PPt, with properties calculated with ωB97M-V/def2-TZVPD.

For the HOMO-LUMO gap, the calculation gives 3.517 eV. The calculation puts the HOMO energy at -2.3 eV. The LUMO energy comes out at 1.18 eV.

Geometry as ORCA input:
```
! wB97M-V def2-TZVPD RIJCOSX def2/J DEFGRID3
* xyz -1 1
Pt 0.23282 -0.64305 0.82116
C 3.87461 -1.87879 0.92220
C 3.17244 -1.16839 -0.23889
C 3.06725 -2.08782 -1.45572
C 3.82962 0.16094 -0.55616
C 5.18972 0.09166 -0.86451
C 5.97457 1.21408 -1.02782
C 5.36851 2.45384 -0.86940
C 4.01814 2.57649 -0.60076
C 3.41552 3.96737 -0.55478
C 3.48285 4.60351 -1.94489
C 4.08920 4.86455 0.48182
C 3.18557 1.42416 -0.46470
N 1.84720 1.64434 -0.19858
C 0.94657 0.91190 -0.84920
C -0.46905 0.81275 -0.80645
N -1.43469 1.67233 -0.21792
C -2.81141 1.44855 -0.31580
C -3.39775 0.16673 -0.55419
C -4.77491 0.06136 -0.75520
C -5.64271 1.11731 -0.59471
C -5.08855 2.34249 -0.27063
C -3.72040 2.55019 -0.18283
C -3.31009 4.00165 0.03016
C -3.44883 4.41336 1.49545
C -4.04586 4.97952 -0.89086
C -2.70196 -1.19181 -0.53431
C -2.61368 -1.82926 -1.92066
C -3.36224 -2.15944 0.45646
H 3.32653 -2.78347 1.19957
H 3.91696 -1.22187 1.79339
H 4.89847 -2.16455 0.66767
H 2.14908 -0.99524 0.12600
H 4.05706 -2.36870 -1.82664
H 2.53588 -1.59123 -2.26918
H 2.52787 -3.00500 -1.20322
H 5.65058 -0.88767 -0.95080
H 7.02871 1.13030 -1.26349
H 5.95991 3.35505 -0.99560
H 2.36901 3.85618 -0.27785
H 4.52173 4.69753 -2.27821
H 3.03212 5.59694 -1.94008
H 2.94815 3.98963 -2.67312
H 5.14201 5.04446 0.24427
H 4.04134 4.41465 1.47614
H 3.58521 5.83392 0.52233
H 1.30571 0.30668 -1.69624
H -0.85958 0.32306 -1.69062
H -5.17948 -0.91626 -0.99052
H -6.71254 0.99314 -0.71000
H -5.74345 3.19269 -0.12673
H -2.27185 4.10658 -0.23391
H -4.48582 4.31245 1.83276
H -3.14278 5.45406 1.63636
H -2.81222 3.78464 2.11946
H -5.10872 5.07847 -0.65879
H -3.94955 4.67173 -1.93338
H -3.59760 5.97134 -0.78850
H -1.69120 -1.09300 -0.13586
H -3.60704 -2.00929 -2.34201
H -2.09054 -2.78834 -1.87040
H -2.07207 -1.18614 -2.61592
H -4.36336 -2.47521 0.15319
H -3.44546 -1.69455 1.44216
H -2.74254 -3.05550 0.55643
C 0.45183 -0.24462 6.00155
N -0.67043 -1.17038 5.51542
C -1.97332 -0.35418 5.46160
N -1.82347 0.81773 4.69058
C -0.73558 1.62634 5.21194
N 0.54225 0.91473 5.20584
C 1.01598 0.65342 3.82665
P -0.14291 -0.39430 2.83403
C -0.32684 -1.71373 4.15407
C -1.66936 0.56246 3.24090
H 1.37039 -0.83095 5.97037
H 0.19941 0.01598 7.03280
H -0.78379 -1.93992 6.17508
H -2.20396 -0.10276 6.50016
H -2.73685 -1.01446 5.04989
H -0.96820 1.91663 6.24198
H -0.64659 2.51492 4.59883
H 1.99213 0.16266 3.85472
H 1.13518 1.60784 3.31134
H 0.58828 -2.30125 4.24943
H -1.13677 -2.37127 3.83476
H -2.54227 0.02004 2.86838
H -1.60183 1.51108 2.68908
Cl -0.01557 4.05316 3.07022
C 0.16202 4.54088 1.38850
C 0.75099 5.76282 1.18521
C 0.90415 6.25487 -0.10499
C 0.44591 5.46073 -1.14233
C -0.14036 4.22703 -0.92957
Cl -0.70010 3.45678 -2.41300
C -0.34342 3.65771 0.37710
N -0.96202 2.55348 0.79341
H 1.08793 6.32400 2.04739
H 1.37863 7.20815 -0.29331
H 0.54166 5.79292 -2.16853
*
```

Here are the Mulliken charges for atoms 1 to 5, given in e: Pt -0.434; C -1.555; C 4.016; C -1.661; C 0.965

=====

No. 2
Below is a molecular structure, C38H52N2O2P2Tl at a distorted geometry, with properties calculated with ωB97M-V/def2-TZVPD.

For the HOMO-LUMO gap (alpha / beta), the calculation gives 3.063 / 2.926 eV. The calculation puts the HOMO energy (alpha / beta) at -8.3 / -8.3 eV. The LUMO energy (alpha / beta) comes out at -5.25 / -5.41 eV.

Geometry as ORCA input:
```
! wB97M-V def2-TZVPD RIJCOSX def2/J DEFGRID3
* xyz 1 1
Tl -0.84493 -3.29891 -1.07474
C -0.14798 1.82465 1.49572
C -1.43607 1.57911 0.94370
C -0.97518 -0.11332 2.42161
C 0.14407 0.76654 2.39319
C -1.90537 0.33797 1.44763
C 0.70644 3.00733 1.26186
H 0.51221 3.44513 0.27402
H 1.76788 2.72605 1.31157
H 0.53821 3.78986 2.02250
C 1.37267 0.60394 3.19530
H 2.18618 1.22708 2.79245
H 1.69306 -0.45075 3.15680
H 1.22092 0.86330 4.26022
C -1.17395 -1.18995 3.41109
H -0.75280 -0.86850 4.37982
H -0.67471 -2.12950 3.11567
H -2.24620 -1.39402 3.54805
C -3.19748 -0.28968 1.12738
H -3.98470 0.03491 1.82090
H -3.14497 -1.38241 1.18934
H -3.52365 -0.02617 0.11754
C -2.18416 2.49408 0.06733
H -3.22054 2.62302 0.40311
H -2.21526 2.12903 -0.96446
H -1.72064 3.48524 0.06371
C 2.04292 0.76994 -2.53779
C 1.73479 2.06158 -2.33094
C 0.48638 2.77970 -2.76628
C -0.27680 2.11716 -3.95065
C -1.20592 1.07039 -3.52806
C -1.00131 -0.26068 -3.85070
C 0.16155 -0.90329 -3.04575
C 1.49903 -0.23873 -3.50794
H 0.74466 3.80231 -3.07723
H 0.47919 1.75720 -4.65137
H -0.23894 2.88935 -1.93349
H 1.33649 0.17560 -4.53551
H 2.77127 0.31917 -1.86212
H 2.44139 2.65918 -1.75154
H 2.27290 -1.02319 -3.68964
H -0.00493 -0.74634 -1.96459
H -1.93788 -0.85499 -3.82262
H 0.25172 -1.99706 -3.24177
H -0.84760 2.89695 -4.49675
H -2.05471 1.36243 -2.90287
P -0.27848 -0.93666 -5.83811
C 1.15732 -1.20618 -6.98401
C -1.14176 0.36825 -6.78004
P -2.54920 -2.85704 -4.95454
C -1.21358 -2.49181 -6.20755
C -3.82218 -1.71533 -5.72890
C -3.07944 -4.36321 -5.87070
H 1.60695 -2.19422 -6.82271
H 1.94364 -0.45600 -6.83642
H 0.82533 -1.15547 -8.03447
H -1.22891 0.09845 -7.84194
H -0.58049 1.31134 -6.70722
H -2.13907 0.56689 -6.37309
H -3.15147 -4.21317 -6.95505
H -4.03666 -4.71219 -5.48185
H -2.35290 -5.15384 -5.67801
H -0.48006 -3.32325 -6.16220
H -1.60466 -2.42558 -7.24911
H -4.81125 -2.12607 -5.47945
H -3.76047 -1.59484 -6.81826
H -3.82166 -0.72050 -5.26975
O 3.20576 -1.39705 -0.59619
C 2.76088 -2.16899 0.23689
N 3.57543 -3.01122 1.02113
C 2.85986 -3.48859 2.15077
C 1.42201 -3.35575 1.58954
O 0.40021 -3.93582 2.01450
N 1.42607 -2.50586 0.51975
C 3.32809 -4.87348 2.66322
C 2.40223 -5.87630 2.94859
C 2.80103 -7.13157 3.42587
C 4.15356 -7.41055 3.64212
C 5.08520 -6.37690 3.46310
C 4.67277 -5.10770 3.00873
C 2.96578 -2.53961 3.33562
C 2.03131 -2.70206 4.36226
C 2.14668 -1.96725 5.53881
C 3.23851 -1.10690 5.71202
C 4.14713 -0.89571 4.66634
C 4.01634 -1.61797 3.47049
H 4.55054 -2.75997 1.06313
H 1.34667 -5.67588 2.79533
H 2.04108 -7.88974 3.61311
H 4.48118 -8.40555 3.96802
H 6.14591 -6.55294 3.66847
H 5.42292 -4.31270 2.95122
H 1.21925 -3.40918 4.22215
H 1.40522 -2.09992 6.32671
H 3.38855 -0.60611 6.67056
H 4.98714 -0.19433 4.76970
H 4.72596 -1.46299 2.64857
*
```

Here are the Mulliken charges for atoms 1 to 5, given in e: Tl 0.972; C -0.159; C 0.921; C 0.716; C 0.901

=====

Relative energy (zero: lowest compared OMol25 entry of this formula, charge and spin), respectively: 22.5; 59.8 kJ/mol.